Record 1
C33H46B2F9O29Si | wB97M-V/def2-TZVPD

The calculation puts the lowest unoccupied orbital energy at 1.5 eV. The total charge is -1. Its total energy is -4705.2568 hartree.

Structure (XYZ):
```
120
Properties=species:S:1:pos:R:3:forces:R:3
C -4.64423 1.90869 -4.58689 0.4 -0.1 -0.1
B -3.14286 1.39899 -4.38116 0.3 0.1 -0.2
O -2.47214 1.12795 -5.64409 -0.7 -0.5 -0.1
B -2.34881 1.13100 -2.91940 -0.4 -0.3 0.3
C -1.55905 2.46474 -2.32950 0.1 -0.1 -0.3
C -0.13614 2.66339 -2.83843 -0.7 0.3 -0.8
O 0.62524 1.47096 -3.05946 0.7 0.3 0.9
Si 1.39107 0.80170 -1.74293 -0.3 -0.9 -0.3
C 1.34210 1.85033 -0.18866 0.2 -0.2 -0.1
C 0.63558 -0.88037 -1.33872 0.7 0.5 0.1
C 3.20790 0.47329 -2.19322 -0.3 0.0 -0.1
H -4.69081 2.68226 -5.35495 -0.1 0.2 -0.1
H -5.20888 1.05531 -4.97473 -0.1 -0.1 -0.1
H -5.13426 2.21760 -3.66873 0.0 0.2 0.1
H -2.51394 0.16142 -5.75605 0.4 0.5 0.1
H -3.20346 0.80987 -2.08870 -0.2 0.0 0.0
H -1.62165 0.16251 -3.05586 0.2 -0.1 0.0
H -2.09486 3.34745 -2.69385 -0.1 0.3 0.2
H -1.60779 2.52650 -1.24244 0.1 -0.2 0.2
H -0.23459 3.13606 -3.81837 0.2 0.0 -0.2
H 0.42143 3.38478 -2.23264 0.2 -0.1 0.2
H 0.33858 1.89977 0.22613 -0.2 0.2 -0.1
H 1.95764 1.33778 0.55060 0.1 -0.2 0.1
H 1.78933 2.83356 -0.30059 -0.1 0.3 -0.1
H 1.39414 -1.65045 -1.47116 0.0 -0.2 -0.1
H 0.36097 -0.88723 -0.28653 -0.4 -0.1 0.1
H -0.21316 -1.09236 -1.97437 -0.3 0.0 0.0
H 3.87962 0.64038 -1.35298 0.1 0.2 0.1
H 3.30665 -0.57426 -2.46896 0.0 -0.2 -0.1
H 3.53658 1.05270 -3.05079 0.1 0.2 0.0
C -4.93171 1.70946 2.01144 -0.2 -0.2 0.3
C -4.67444 2.09820 0.57332 0.2 0.2 -0.1
O -3.33782 1.69087 0.37911 -0.1 -0.2 0.3
C -3.10073 0.64795 1.21577 0.1 0.0 -0.1
O -2.17338 -0.08705 1.14663 0.1 0.1 0.1
O -4.08092 0.55904 2.15468 -0.1 0.1 -0.2
F -4.76087 3.44194 0.36810 0.0 0.0 0.0
H -4.62635 2.47655 2.71945 0.1 -0.1 -0.3
H -5.97266 1.45151 2.19363 0.3 -0.2 -0.1
H -5.30888 1.59230 -0.15565 0.0 0.1 -0.1
C -7.68186 6.55703 2.11132 -0.2 -0.1 -0.2
C -6.46293 7.44916 2.07756 0.0 0.0 0.2
O -5.52114 6.70424 2.82627 0.0 -0.1 -0.3
C -5.84579 5.38563 2.68965 0.0 -0.2 -0.1
O -5.13330 4.48086 2.95763 -0.1 0.4 0.4
O -7.09599 5.25645 2.18348 0.0 0.2 0.1
F -6.68435 8.63835 2.69245 0.0 0.0 0.0
H -8.28218 6.73860 3.00441 0.1 0.1 0.0
H -8.30894 6.64998 1.22880 0.1 -0.2 -0.1
H -6.06331 7.63366 1.07963 0.0 0.1 0.0
C -10.12371 1.56268 4.02223 0.0 0.2 0.1
C -9.75913 0.09643 4.04021 -0.1 -0.1 -0.2
O -9.21820 -0.09668 2.74727 0.2 0.1 0.2
C -8.69748 1.09508 2.33861 0.0 0.1 -0.2
O -7.95117 1.23078 1.43073 -0.3 0.0 0.0
O -9.14274 2.10252 3.13260 -0.1 -0.1 0.1
F -10.84658 -0.69689 4.19527 0.0 0.0 0.0
H -11.12021 1.71950 3.60685 0.0 -0.1 0.0
H -10.06074 2.03411 4.99935 0.2 0.1 -0.1
H -9.01149 -0.17620 4.78658 -0.1 -0.1 0.1
C 0.84129 4.53101 2.32303 -0.2 -0.3 -0.2
C 1.11364 6.01128 2.21283 0.0 0.0 0.3
O 2.37934 6.13700 2.84140 0.0 0.0 -0.3
C 3.02980 4.94662 2.68429 0.0 -0.1 0.1
O 4.19032 4.78588 2.86240 0.0 0.0 0.1
O 2.16524 3.98622 2.28827 0.0 0.2 0.1
F 0.20490 6.75468 2.89163 0.1 0.0 0.0
H 0.36745 4.27873 3.27253 0.0 0.1 0.0
H 0.24131 4.13850 1.50588 0.2 -0.1 -0.1
H 1.18263 6.38352 1.18984 -0.1 0.1 0.0
C 5.20977 -2.79986 -0.69829 0.0 0.4 0.1
C 6.07355 -3.71239 -1.53443 0.0 -0.2 0.1
O 5.27932 -4.87971 -1.62614 0.0 0.2 -0.3
C 3.97281 -4.49145 -1.52375 -0.2 0.0 0.3
O 3.04761 -5.17888 -1.79060 0.0 0.0 -0.1
O 3.89388 -3.22282 -1.05883 0.1 -0.2 -0.1
F 7.24398 -4.01807 -0.91512 0.0 -0.1 0.0
H 5.36625 -2.96642 0.36944 0.1 -0.1 -0.1
H 5.34960 -1.74563 -0.92395 -0.2 0.0 -0.1
H 6.28857 -3.34198 -2.53759 0.1 0.0 0.0
C 1.62019 1.39115 -6.14712 -0.4 -0.1 0.2
C 1.77705 1.86364 -7.57013 0.2 0.2 0.1
O 3.12217 1.51336 -7.86642 -0.2 -0.2 -0.1
C 3.43917 0.43888 -7.08794 0.0 -0.1 0.2
O 4.38814 -0.25474 -7.25935 0.1 0.1 0.0
O 2.52463 0.27182 -6.11308 0.0 0.1 -0.2
F 1.63693 3.20775 -7.69084 0.1 0.0 0.0
H 1.94582 2.14230 -5.42770 0.0 0.1 -0.1
H 0.60537 1.08609 -5.89921 0.1 -0.2 0.1
H 1.11410 1.37522 -8.28553 0.0 0.1 0.0
C 1.49746 -7.57151 -0.31961 0.1 0.3 0.0
C 0.50853 -8.29675 -1.19649 0.2 -0.2 0.1
O -0.03998 -9.26129 -0.30692 -0.2 0.3 0.0
C 0.04277 -8.74504 0.95134 0.1 0.0 0.2
O -0.53908 -9.17412 1.89323 0.0 -0.1 0.0
O 0.87245 -7.68119 0.97521 -0.1 -0.1 -0.2
F 1.10672 -8.93952 -2.22905 0.0 -0.1 0.0
H 2.46720 -8.06529 -0.29635 -0.1 -0.1 -0.1
H 1.63994 -6.53284 -0.59840 -0.1 0.1 0.2
H -0.29662 -7.67375 -1.58833 0.0 0.0 -0.1
C 6.04683 -5.80233 2.47280 0.2 -0.3 0.0
C 4.61433 -5.32784 2.45069 0.1 0.1 -0.2
O 4.15410 -5.80459 1.20133 -0.1 -0.1 0.3
C 4.88219 -6.91764 0.89404 0.2 0.0 -0.3
O 4.58699 -7.67762 0.03495 0.2 -0.1 0.1
O 5.96977 -7.00865 1.69111 -0.3 0.2 0.0
F 4.52367 -3.97191 2.46600 0.0 0.0 0.0
H 6.71219 -5.09335 1.98131 -0.1 0.1 0.0
H 6.41398 -6.00515 3.46732 0.1 -0.3 0.0
H 3.98593 -5.73339 3.24460 -0.1 0.1 0.0
C 7.64265 -0.89116 5.33904 0.0 0.1 0.2
C 7.12952 -0.83207 3.91872 0.2 0.0 -0.1
O 7.37389 -2.15235 3.45833 -0.3 0.0 0.1
C 7.33638 -2.97469 4.53874 0.0 -0.1 0.0
O 7.24607 -4.15662 4.47770 0.1 0.1 0.1
O 7.40305 -2.26152 5.68510 0.0 0.1 -0.1
F 7.82842 0.04156 3.16058 0.0 -0.1 0.0
H 8.71275 -0.68600 5.38485 0.0 0.0 -0.1
H 7.11692 -0.22324 6.01529 -0.1 -0.2 0.1
H 6.06495 -0.61223 3.82744 0.0 0.1 -0.1
```
Positions in Å, forces in eV/Å.

Results of the Mulliken charge analysis, in e, for atoms 1 through 99: C -0.942; B -0.320; O -0.530; B 1.421; C -0.487; C -0.581; O -0.080; Si 0.632; C -1.002; C -0.970; C -1.215; H 0.267; H 0.280; H 0.136; H 0.244; H -0.401; H -0.533; H 0.363; H -0.200; H 0.376; H 0.279; H 0.026; H 0.388; H 0.339; H 0.227; H 0.278; H 0.266; H 0.361; H 0.193; H 0.311; C 0.506; C 0.319; O -0.256; C 0.425; O -0.484; O -0.417; F -0.263; H 0.292; H -0.421; H 0.256; C -0.433; C 0.290; O -0.325; C 0.568; O -0.471; O -0.277; F -0.301; H 0.298; H 0.276; H 0.292; C -0.425; C 0.277; O -0.319; C 0.650; O -0.522; O -0.252; F -0.288; H 0.294; H 0.264; H 0.286; C -0.167; C 0.300; O -0.330; C 0.646; O -0.522; O -0.261; F -0.280; H 0.232; H 0.104; H 0.298; C -0.021; C 0.267; O -0.292; C 0.570; O -0.560; O -0.228; F -0.295; H -0.124; H 0.339; H 0.324; C 0.082; C 0.416; O -0.355; C 0.644; O -0.545; O -0.282; F -0.291; H 0.044; H 0.024; H 0.280; C -0.040; C 0.388; O -0.338; C 0.677; O -0.545; O -0.332; F -0.282; H 0.076; H 0.136

---

Record 2
C33H46BN8NdO2P | wB97M-V/def2-TZVPD

The calculation puts the lowest unoccupied orbital energy (alpha / beta) at -1.8 / -1.8 eV. The total charge is +1. Its total energy is -2801.2933 hartree. Its expectation value of S² is 3.75. As for the energy above the lowest of the compared OMol25 structures with the same formula, charge and spin: 12.1 kcal/mol. As for the spin multiplicity: 4.

Structure (XYZ):
```
92
Properties=species:S:1:pos:R:3:forces:R:3
Nd -0.04740 -0.35278 -0.13409 0.1 -0.4 0.4
C -1.84659 3.77970 3.91790 -0.1 0.0 0.1
C -0.98821 4.08522 2.73742 0.1 0.0 -0.1
C -0.34885 5.28328 2.38600 0.0 -0.1 -0.1
C 0.34365 5.00758 1.22789 -0.1 0.1 0.0
C 1.19243 5.97884 0.48838 0.0 0.2 -0.1
N 0.12624 3.70473 0.90810 -0.1 0.0 0.3
N -0.70300 3.14541 1.85616 -0.1 0.0 0.1
B 0.30104 2.66760 -0.20812 0.1 0.2 -0.3
N -0.96333 2.53183 -1.09985 0.0 0.1 0.0
N -1.50956 1.27909 -1.21788 0.1 0.3 -0.2
C -2.50392 1.37192 -2.10531 0.0 -0.1 0.0
C -3.34025 0.19730 -2.47863 0.0 -0.1 0.0
C -2.60902 2.68683 -2.55949 0.1 0.0 0.1
C -1.61677 3.39107 -1.90124 0.0 -0.1 0.1
C -1.26386 4.83324 -1.98565 -0.1 0.1 -0.1
N 1.59518 2.42354 -1.08804 -0.1 -0.2 -0.1
N 1.64077 1.06914 -1.36828 0.0 0.1 0.1
C 2.58450 0.87329 -2.27959 0.0 0.1 0.0
C 2.91299 -0.48738 -2.78414 0.0 -0.2 0.0
C 3.16689 2.09268 -2.62177 -0.1 0.0 0.1
C 2.50873 3.04525 -1.86868 0.0 0.0 0.0
C 2.77793 4.50612 -1.92350 0.0 0.1 -0.1
H -2.47245 4.62808 4.18925 0.0 0.0 0.0
H -2.49933 2.93452 3.70135 0.0 0.0 0.0
H -1.24090 3.52857 4.79020 0.0 0.0 0.0
H -0.37653 6.22793 2.89860 0.0 0.1 0.0
H 0.99824 6.97270 0.88830 0.0 0.0 0.0
H 2.25344 5.77919 0.62404 0.0 0.0 0.0
H 0.97841 6.00964 -0.57776 0.0 0.0 0.1
H 0.32342 1.67682 0.45927 0.0 0.2 0.3
H -2.90938 -0.73914 -2.12512 0.0 0.0 0.0
H -4.34725 0.29904 -2.07190 0.0 0.0 0.0
H -3.43162 0.13078 -3.56223 0.0 0.0 0.0
H -3.32122 3.07801 -3.26343 0.0 0.0 0.0
H -2.04130 5.37615 -2.51924 0.0 0.0 0.0
H -1.17000 5.27138 -0.99408 0.0 0.0 0.0
H -0.32817 4.98142 -2.52779 0.0 0.0 0.0
H 2.22325 -1.23574 -2.38451 0.0 0.1 0.0
H 2.85722 -0.52995 -3.87129 0.0 0.0 0.0
H 3.91851 -0.78680 -2.48604 0.0 0.0 0.0
H 3.95700 2.27555 -3.32738 0.1 0.0 0.0
H 3.52674 4.68816 -2.69163 0.0 0.0 0.0
H 1.89062 5.07811 -2.19071 0.0 0.0 0.0
H 3.16542 4.88772 -0.98402 0.0 0.0 0.0
O -1.47647 -3.03941 -2.98863 0.1 -0.2 -0.1
C -0.77558 -2.87878 -2.02868 -0.1 0.2 0.4
O -1.07480 -2.07036 -1.01338 -0.1 -0.2 -0.5
C 0.59499 -3.55779 -1.86642 -0.1 -0.2 -0.2
P 1.32359 -3.06417 -0.25560 0.0 -0.1 0.0
C 3.09030 -3.47111 -0.30129 0.0 -0.1 -0.2
C 3.75541 -3.85814 -1.46167 0.0 0.0 0.0
C 5.12912 -4.06218 -1.45373 0.0 0.0 0.0
C 5.85196 -3.88646 -0.28595 0.0 0.0 0.0
C 5.19744 -3.51113 0.88014 0.1 0.0 0.0
C 3.83010 -3.30064 0.86994 0.0 0.0 0.1
C 0.60607 -4.29613 0.87936 0.1 -0.1 0.0
C 1.25095 -5.50239 1.14968 0.0 0.0 0.0
C 0.67149 -6.43391 1.99604 0.0 0.0 0.0
C -0.55988 -6.17591 2.58098 0.0 0.0 0.0
C -1.21746 -4.98591 2.30399 0.0 -0.1 0.0
C -0.63451 -4.05260 1.46142 -0.2 0.1 0.0
H 1.21649 -3.23559 -2.70528 0.0 0.0 0.0
H 0.46885 -4.64025 -1.95312 0.0 0.1 0.0
H 3.21041 -4.01664 -2.38168 0.0 0.0 0.0
H 5.62687 -4.36815 -2.36335 0.0 0.0 0.0
H 6.92068 -4.04931 -0.27897 0.0 0.0 0.0
H 5.75407 -3.38574 1.79860 0.0 0.0 0.0
H 3.33186 -3.03062 1.79642 0.0 0.0 0.0
H 2.20922 -5.72736 0.70087 0.0 0.0 0.0
H 1.18077 -7.36706 2.19257 0.0 0.0 0.0
H -1.00796 -6.90307 3.24324 0.0 0.0 0.0
H -2.18850 -4.78653 2.73632 0.0 0.0 0.0
H -1.18689 -3.15192 1.21660 0.1 0.0 0.0
N -1.74264 0.22571 1.72140 0.2 0.2 -0.1
C -1.60343 -0.51688 2.99105 -0.1 0.0 0.0
C -0.15764 -0.94889 3.16026 0.1 -0.2 -0.1
C 0.81077 0.20962 3.39711 -0.1 0.1 0.0
C 2.20173 -0.10864 2.87692 0.1 -0.1 0.0
N 2.20241 -0.06736 1.39499 -0.1 0.1 -0.1
H -1.50803 1.22497 1.83640 -0.1 -0.1 0.0
H -2.69849 0.19874 1.38001 0.0 0.0 0.0
H -2.25798 -1.38982 2.94537 0.1 0.0 0.0
H -1.93326 0.08636 3.84244 0.0 0.0 0.0
H 0.14472 -1.51350 2.25768 0.0 0.1 0.1
H -0.06753 -1.70227 3.94670 0.0 0.1 0.1
H 0.84128 0.45064 4.46123 0.1 0.0 0.0
H 0.46085 1.12544 2.90444 0.0 0.0 0.0
H 2.49708 -1.11500 3.18517 0.0 0.0 0.0
H 2.94787 0.57868 3.28303 -0.1 0.0 0.0
H 2.91978 -0.68354 1.02172 0.0 0.0 0.0
H 2.45444 0.86532 1.07614 0.0 0.0 0.1
```
Positions in Å, forces in eV/Å.

For reference, the Mulliken charges in units of e are: Nd 0.615; C -1.428; C 0.166; C -1.349; C 0.860; C -1.218; N 0.755; N -0.247; B 0.021; N 0.499; N 0.185; C 0.420; C -1.197; C -1.436; C 0.980; C -1.273; N 1.038; N 0.315; C -0.029; C -0.907; C -1.487; C 0.993; C -1.272; H 0.425; H 0.291; H 0.233; H 0.528; H 0.434; H 0.202; H 0.221; H -0.672; H 0.063; H 0.263; H 0.369; H 0.541; H 0.416; H 0.297; H 0.120; H -0.278; H 0.437; H 0.305; H 0.526; H 0.429; H 0.159; H 0.144; O -0.630; C 0.197; O -0.509; C -0.787; P 1.671; C 0.222; C -0.499; C -0.694; C -0.585; C -0.828; C -0.547; C 0.296; C -0.587; C -0.726; C -0.633; C -0.906; C -0.182; H 0.423; H 0.651; H 0.381; H 0.442; H 0.404; H 0.441; H 0.589; H 0.429; H 0.437; H 0.413; H 0.447; H 0.474; N -0.019; C -1.083; C 0.339; C 0.207; C -0.979; N -0.161; H 0.209; H 0.294; H 0.522; H 0.358; H -0.733; H 0.618; H 0.609; H -0.449; H 0.218; H 0.493; H 0.106; H 0.193